(1)
160
Properties=species:S:1:pos:R:3 method="wB97M-V/def2-TZVPD" lumo_ev=-8.8 homo_ev=-9.7 orbital_gap_ev=0.9 total_charge=+1
Al -1.61243 -1.87254 -5.67984
N -1.51277 0.11729 -0.75826
S -2.32569 0.99811 0.16671
O -1.98928 2.38950 0.55108
O -3.12078 0.20676 1.16393
F -3.44832 1.33177 -0.91608
S -0.28049 -0.02781 0.48273
O -0.63935 -0.47553 1.80502
O 0.85109 0.90879 0.37751
F 0.45703 -1.27855 -0.12667
Cl -8.16415 -3.32436 -3.06681
O -7.28775 -4.40613 -3.34857
O -7.61004 -2.10764 -3.66200
O -9.44262 -3.66988 -3.65314
O -8.20476 -3.12655 -1.63618
C -9.85622 2.46468 1.00016
Br -10.14315 1.59154 2.73415
Br -9.01594 4.25455 1.28843
Br -11.47592 2.54104 -0.18403
H -9.20763 1.83870 0.38729
O 3.52253 1.53096 -5.97315
P 4.50433 2.59341 -6.19323
N 3.98967 4.09596 -5.56998
C 4.51951 5.39022 -5.97258
C 3.53753 4.08048 -4.14181
N 4.86550 2.82352 -7.86723
C 6.03765 2.22973 -8.48556
C 3.87094 3.24014 -8.76289
N 6.02219 2.34533 -5.47153
C 7.10292 3.28953 -5.42772
C 6.23326 1.16930 -4.57060
H 4.64538 5.44689 -7.05380
H 5.46005 5.57330 -5.45299
H 3.79399 6.16253 -5.71714
H 3.09441 5.05225 -3.92410
H 4.34992 3.75963 -3.48975
H 2.69270 3.42157 -3.94131
H 6.50566 2.93288 -9.17451
H 6.79404 1.96307 -7.74741
H 5.80024 1.24749 -8.89415
H 4.23538 3.44019 -9.77049
H 3.01530 2.56611 -8.80365
H 3.60847 4.24702 -8.43825
H 6.79454 3.98588 -4.64792
H 8.06963 2.82732 -5.22787
H 7.21066 3.87821 -6.33874
H 6.84511 1.34792 -3.68640
H 6.58796 0.38108 -5.23469
H 5.27582 0.86242 -4.14961
O 4.13351 -7.67790 4.72765
P 4.56966 -7.54211 6.16649
N 3.54186 -6.39402 7.06117
C 4.07455 -5.65207 8.23984
C 2.15157 -6.07981 6.50445
N 6.15364 -6.84204 6.28472
C 6.37364 -5.50323 5.74496
C 7.22713 -7.70804 6.04449
N 4.58113 -8.95623 7.12136
C 4.26685 -10.25619 6.56416
C 5.04801 -8.86204 8.49811
H 3.22101 -5.45110 8.88728
H 4.60530 -4.73002 8.00273
H 4.76350 -6.24184 8.84450
H 1.62313 -5.50588 7.26568
H 1.58417 -6.99969 6.36299
H 2.30805 -5.51295 5.58669
H 7.35718 -5.17164 6.07783
H 6.44838 -5.67417 4.67104
H 5.50098 -4.88710 5.96162
H 6.96653 -8.74835 6.23929
H 7.58704 -7.65010 5.01727
H 8.04216 -7.30864 6.64807
H 3.55202 -10.75246 7.22055
H 3.88997 -10.17119 5.54493
H 5.15986 -10.86841 6.43837
H 6.01207 -8.36262 8.59436
H 5.12831 -9.87151 8.90139
H 4.28544 -8.39941 9.12465
O -4.64774 3.45829 -6.73785
P -5.23014 4.79289 -7.19121
N -6.90818 5.00764 -6.99987
C -7.46160 4.56117 -5.73199
C -7.79472 5.85692 -7.83104
N -4.88135 5.23581 -8.80565
C -5.65580 4.70343 -9.96859
C -3.61777 5.76263 -9.17514
N -4.60193 6.08641 -6.31886
C -3.96341 5.75828 -5.05656
C -5.11936 7.44639 -6.58262
H -6.74305 4.00777 -5.12739
H -8.22218 3.79320 -5.87287
H -7.91660 5.30507 -5.07801
H -7.95564 6.75268 -7.23120
H -8.71021 5.36127 -8.15402
H -7.26709 6.24805 -8.70095
H -6.61592 4.31061 -9.63398
H -5.65864 5.37561 -10.82666
H -5.04872 3.88789 -10.36160
H -3.85116 6.43209 -10.00306
H -2.99080 6.31584 -8.47589
H -2.95653 5.00732 -9.59985
H -3.60942 4.72975 -4.98641
H -3.07857 6.39465 -5.04270
H -4.63729 6.03908 -4.24718
H -5.32891 7.63263 -7.63595
H -4.35147 8.13044 -6.22136
H -6.08890 7.48189 -6.08581
O -1.49854 5.84819 9.71262
P -2.16112 4.49284 9.61819
N -1.86427 3.40413 10.92686
C -2.45088 3.73048 12.21637
C -0.50958 2.74584 11.09365
N -1.58356 3.54734 8.24051
C -1.72188 2.11113 7.92109
C -1.04812 4.30221 7.08074
N -3.84603 4.57644 9.39169
C -4.31128 5.60547 8.45871
C -4.58132 3.29396 9.37051
H -2.19892 4.71944 12.59923
H -2.10735 3.09019 13.02885
H -3.53806 3.71709 12.13917
H 0.28997 3.45811 11.29727
H -0.25210 2.27175 10.14651
H -0.54846 2.06399 11.94316
H -0.92450 1.84457 7.22738
H -1.69793 1.53291 8.84478
H -2.62625 1.90069 7.35020
H -1.75540 4.42231 6.26010
H -0.66534 5.28457 7.35740
H -0.15795 3.81318 6.68508
H -3.90227 6.57457 8.74444
H -3.93691 5.39746 7.45636
H -5.40098 5.62648 8.47377
H -5.35272 3.24969 10.13933
H -3.85688 2.49813 9.54351
H -5.05221 3.11734 8.40347
C 5.28868 -4.93921 -3.00510
O 5.53756 -5.08501 -4.38206
C 4.69411 -4.58514 -5.26867
O 3.62419 -4.08158 -4.97719
O 5.31788 -4.67370 -6.46817
C 4.66614 -4.23016 -7.68134
H 4.92455 -3.93256 -2.79974
H 6.17635 -5.14579 -2.40723
H 4.55311 -5.71258 -2.78389
H 5.24488 -4.66381 -8.49689
H 4.54301 -3.15010 -7.76142
H 3.64227 -4.56336 -7.85097
C -2.06394 -6.35294 1.22858
O -1.39163 -7.33826 0.48551
C -1.09059 -7.14695 -0.76211
O -1.46608 -6.16352 -1.45500
O -0.43032 -8.19960 -1.31860
C -0.08777 -9.38071 -0.60491
H -1.42255 -5.52007 1.51676
H -2.53809 -6.70603 2.14434
H -2.82672 -5.85720 0.62815
H 0.27355 -9.09927 0.38420
H 0.73432 -9.90482 -1.09232
H -0.84177 -10.14118 -0.40170

---

(2)
137
Properties=species:S:1:pos:R:3 method="wB97M-V/def2-TZVPD" lumo_ev=3.4 homo_ev=0.6 orbital_gap_ev=2.9 total_charge=-2
C 0.80179 -0.21575 -1.00065
O 0.77212 -0.58752 0.37229
O 2.13270 -0.54692 -1.42338
C -0.41594 -0.76236 -1.77382
F -0.48058 -2.13420 -1.78102
F -1.64574 -0.27740 -1.41051
F -0.29336 -0.41170 -3.05517
C 0.04628 0.22739 1.28642
C 0.04004 -0.43339 2.61303
H -0.39789 -1.41764 2.44699
H 1.04242 -0.60633 3.00471
H -0.49113 0.11043 3.39419
H -1.01246 0.37546 1.07376
H 0.50766 1.20110 1.45118
H 0.70958 0.87027 -1.01357
C 3.28084 3.21957 -2.31584
O 4.49738 2.52418 -2.23246
H 3.40869 4.21630 -1.89360
H 2.80855 3.27628 -3.29657
H 2.55158 2.75359 -1.65316
C 2.41461 -5.42702 1.01109
C 1.58603 -4.27788 0.56752
O 2.28455 -3.29179 -0.05776
H 3.29701 -5.14447 1.58522
H 2.78968 -5.99061 0.15682
H 1.88578 -6.19564 1.57470
H 1.15963 -3.86502 1.48175
H 0.75347 -4.57399 -0.07066
H 1.64726 -2.57386 -0.05100
C -4.07274 -1.46068 1.89660
C -3.31634 -2.65394 1.22410
O -2.47586 -3.27211 2.17278
H -4.91363 -1.09739 1.30582
H -3.50637 -0.52996 1.92938
H -4.49385 -1.66135 2.88174
H -2.82969 -2.30617 0.31288
H -3.95922 -3.47364 0.90331
H -2.08311 -4.05502 1.77982
C -4.74386 0.69416 -4.11684
C -4.89756 -0.30603 -3.00527
O -5.60375 0.29638 -1.92436
H -5.67147 1.00592 -4.59690
H -4.09495 0.29306 -4.89539
H -4.20037 1.56782 -3.75706
H -3.93363 -0.70289 -2.68676
H -5.43448 -1.17597 -3.38344
H -5.01355 0.98825 -1.61684
C -0.50089 -0.91891 6.63800
C -1.05146 -0.07821 7.79950
O -2.01421 -0.79927 8.54394
H 0.26340 -0.36769 6.09016
H -1.34736 -1.09251 5.97358
H -0.08546 -1.85989 6.99867
H -1.46428 0.84228 7.38673
H -0.27604 0.22742 8.50193
H -1.53065 -1.38987 9.12614
C -1.21100 -2.14466 -5.92003
C -2.10256 -2.76154 -4.78894
O -3.43395 -2.87427 -5.31181
H -1.13587 -2.83128 -6.76324
H -0.20195 -2.04250 -5.52067
H -1.55631 -1.15784 -6.22833
H -2.10088 -2.14836 -3.88777
H -1.60188 -3.69456 -4.53034
H -3.82715 -3.55011 -4.75482
C 1.69224 -4.09780 -4.85502
C 2.05375 -3.46683 -3.56425
O 3.43406 -3.15513 -3.56437
H 1.86953 -3.44396 -5.70893
H 0.61417 -4.25409 -4.81687
H 2.21442 -5.04521 -4.98854
H 1.83091 -4.12096 -2.72131
H 1.48768 -2.53535 -3.56302
H 4.04364 -3.89624 -3.59188
C 1.73229 0.09616 -6.54501
C 2.18340 0.78112 -5.27912
O 3.45715 0.23800 -5.03747
H 2.24321 0.43623 -7.44580
H 0.69470 0.29441 -6.81373
H 1.88759 -0.98232 -6.51553
H 1.54781 0.52946 -4.43013
H 2.12477 1.85537 -5.45425
H 3.98604 0.60933 -5.74741
C -1.02603 2.66296 -3.02047
C -1.35916 4.13462 -3.10205
O -2.45086 4.39559 -2.29503
H -1.84577 2.06634 -3.42069
H -0.84148 2.33988 -1.99594
H -0.14263 2.33254 -3.56687
H -1.54730 4.41369 -4.13879
H -0.53194 4.79318 -2.83728
H -2.67686 5.31747 -2.43873
C 4.93287 0.07743 2.73747
C 4.27983 0.19104 1.35159
O 5.16921 0.60917 0.39404
H 4.25752 -0.09120 3.57626
H 5.49109 0.98540 2.96570
H 5.66323 -0.73167 2.73197
H 3.38219 0.80672 1.29436
H 3.95820 -0.81153 1.06963
H 5.34449 1.55060 0.46177
C -3.80980 3.81028 0.68162
C -3.28408 2.42899 0.14884
O -3.74963 2.22192 -1.14180
H -3.51733 4.03380 1.70759
H -4.89923 3.81290 0.71674
H -3.56691 4.66271 0.04723
H -3.54192 1.60045 0.80850
H -2.19791 2.48226 0.22281
H -3.21189 2.76830 -1.71965
C 0.89116 5.27145 -0.32983
C 0.17350 4.76108 0.94434
O 0.43632 5.76398 1.85495
H 1.95590 5.39496 -0.13189
H 0.48617 6.18739 -0.76010
H 0.79332 4.46070 -1.05179
H 0.60462 3.82314 1.29434
H -0.91013 4.70599 0.84039
H -0.36204 5.85042 2.38103
C 2.33780 -2.63372 4.54737
C 2.31408 -4.16821 4.41388
O 2.07840 -4.78157 5.65078
H 1.37912 -2.31370 4.95555
H 2.57406 -2.08429 3.63610
H 2.99988 -2.37750 5.37448
H 3.26603 -4.50761 4.00560
H 1.50761 -4.52940 3.77572
H 2.30110 -5.71329 5.58826
C 0.14720 4.15052 5.03807
C 0.25335 2.67354 5.46892
O 1.00891 2.66237 6.70929
H -0.23847 4.28294 4.02722
H 1.13579 4.60690 4.98804
H -0.47779 4.70782 5.73587
H 0.86010 2.22811 4.68054
H -0.70472 2.17052 5.59999
H 0.55582 3.15163 7.39990